# 1
14
Properties=species:S:1:pos:R:3:forces:R:3 method="wB97M-V/def2-TZVPD" orbital_gap_ev="8.499 / 7.729" homo_energy_ev="-7.82 / -7.90" relative_energy_kj_mol=555.01 lumo_ha="0.02498 / -0.00643"
O -1.289 1.762 -0.071 -0.3 0.4 -0.1
N -0.289 1.026 -0.710 -1.3 -0.5 0.4
C -0.328 -0.250 -0.228 0.3 0.9 -0.7
C 0.942 -0.829 -0.734 0.0 -0.3 -0.2
C 1.883 0.125 -0.117 1.9 -0.6 0.2
C -1.055 -0.816 0.760 -0.6 -0.4 0.3
O -2.072 -0.271 1.460 0.1 0.1 -0.2
H -1.449 2.521 -0.646 0.2 -0.1 0.1
H 0.996 -0.736 -1.829 0.0 -0.1 0.2
H 1.062 -1.893 -0.487 0.1 0.2 0.1
H 1.743 0.433 0.913 -0.2 0.0 -0.1
H 2.916 0.141 -0.476 -0.2 0.3 0.0
H -0.864 -1.847 1.038 0.0 0.1 0.0
H -2.195 0.633 1.127 0.0 0.0 0.1

# 2
111
Properties=species:S:1:pos:R:3:forces:R:3 method="wB97M-V/def2-TZVPD" charge=+1 orbital_gap_ev="6.371 / 5.769" homo_energy_ev="-8.55 / -10.14" relative_energy_kj_mol=78.85 spin_multiplicity=5 lumo_ha="-0.07997 / -0.16058"
Pd 0.680 0.451 0.308 -0.4 0.1 0.1
C -0.689 7.596 -1.853 0.0 0.1 0.0
C -0.533 6.536 -0.755 0.0 0.0 0.0
C 0.951 6.243 -0.548 0.1 0.0 0.0
C -1.064 7.120 0.567 0.0 0.0 0.0
C -1.346 5.281 -1.080 -0.1 0.0 -0.1
C -2.708 5.394 -1.217 0.1 0.1 0.0
C -3.588 4.302 -1.204 0.1 -0.2 0.1
C -3.029 3.050 -0.864 -0.2 0.1 -0.1
S -3.853 1.595 -0.434 0.0 0.1 0.0
C -2.344 0.834 -0.147 0.2 -0.2 0.1
N -1.296 1.604 -0.360 -0.1 -0.1 0.0
C -1.666 2.858 -0.760 0.2 -0.2 0.0
C -0.714 3.920 -1.179 0.0 0.2 0.1
C -2.189 -0.549 0.306 0.0 0.1 -0.2
C -3.261 -1.433 0.438 0.0 -0.1 0.0
C -3.028 -2.747 0.806 0.0 0.0 0.0
C -1.730 -3.188 1.046 0.0 0.0 0.0
C -0.660 -2.304 0.936 -0.3 0.0 0.0
C -0.893 -0.987 0.565 0.2 0.0 0.1
H -0.132 8.496 -1.584 0.0 0.0 0.0
H -1.732 7.880 -1.986 0.0 0.0 0.0
H -0.314 7.244 -2.813 0.0 0.0 0.0
H 1.474 7.172 -0.308 0.0 0.0 0.0
H 1.427 5.814 -1.430 0.0 0.0 0.0
H 1.107 5.561 0.294 0.0 0.0 0.0
H -0.473 7.991 0.859 0.0 0.0 0.0
H -1.007 6.380 1.369 0.0 0.0 0.0
H -2.104 7.431 0.480 0.0 0.0 0.0
H -3.147 6.384 -1.252 0.0 0.0 0.0
H -4.654 4.438 -1.307 0.0 0.0 0.0
H 0.214 3.857 -0.605 0.0 0.0 0.0
H -4.278 -1.112 0.241 0.0 0.1 0.0
H -3.857 -3.436 0.897 0.0 0.0 0.0
H -1.551 -4.221 1.322 0.0 0.0 0.0
H 0.347 -2.639 1.157 0.0 0.0 0.0
I 3.555 -2.533 5.748 0.1 -0.1 0.1
C 2.204 -1.727 4.433 -0.1 0.0 -0.1
C 0.830 -1.727 4.526 0.0 0.0 0.1
N 0.378 -1.059 3.449 0.1 0.0 0.0
N 1.366 -0.649 2.648 0.2 0.0 -0.3
C 2.483 -1.048 3.234 0.0 0.1 0.1
H 0.162 -2.138 5.264 0.0 0.0 0.0
H -0.572 -0.955 3.133 -0.1 0.0 0.0
H 3.443 -0.833 2.792 0.0 0.0 0.0
C 4.073 2.910 -0.860 0.0 0.1 0.0
Si 3.764 3.230 0.958 0.0 -0.2 0.1
C 4.820 2.146 2.065 0.1 0.1 0.0
C 4.003 5.033 1.369 0.1 0.0 0.0
As 1.547 2.498 1.440 -0.1 0.0 0.1
Si -0.190 3.453 -2.991 0.0 -0.1 -0.2
C -1.722 3.320 -4.056 0.1 0.0 0.1
C 1.003 4.673 -3.761 0.1 -0.1 0.0
C 0.691 1.793 -2.890 0.0 0.1 0.0
Si 0.554 3.242 3.466 0.0 0.0 -0.1
C -1.274 3.070 3.116 0.0 0.0 0.1
C 1.152 2.121 4.838 -0.1 0.2 0.0
C 1.041 5.008 3.822 0.0 0.0 0.0
H 5.145 2.802 -1.046 0.0 0.0 0.0
H 3.722 3.760 -1.451 0.0 0.0 0.0
H 3.578 2.013 -1.233 0.0 0.0 0.1
H 5.875 2.300 1.818 0.0 0.0 0.0
H 4.606 1.084 1.956 0.0 0.0 -0.1
H 4.686 2.417 3.114 0.0 0.0 0.0
H 5.078 5.212 1.467 0.0 0.0 0.0
H 3.534 5.343 2.303 0.0 -0.1 0.0
H 3.634 5.678 0.573 -0.1 0.0 0.0
H -2.333 4.222 -4.001 0.0 0.0 0.0
H -2.345 2.472 -3.766 0.0 0.0 0.0
H -1.431 3.178 -5.099 0.0 0.0 0.0
H 0.623 5.690 -3.827 0.0 0.0 0.0
H 1.199 4.331 -4.781 0.0 0.0 0.0
H 1.966 4.699 -3.246 0.0 0.0 0.0
H 0.002 0.961 -2.743 0.0 0.0 0.0
H 1.412 1.780 -2.066 0.0 0.1 0.0
H 1.248 1.623 -3.815 0.0 0.0 0.0
H -1.518 2.070 2.748 0.0 0.0 0.0
H -1.608 3.786 2.361 0.0 0.0 0.0
H -1.850 3.246 4.028 0.0 0.0 0.0
H 0.691 1.136 4.805 0.0 -0.1 0.0
H 0.880 2.593 5.787 0.0 -0.1 0.0
H 2.235 1.990 4.834 0.0 0.0 0.0
H 0.848 5.686 2.990 0.0 0.0 0.0
H 2.094 5.089 4.099 0.0 0.0 0.0
H 0.456 5.359 4.677 0.0 0.0 0.0
S -0.136 -6.521 -1.200 0.1 0.1 0.1
C 0.741 -5.145 -1.061 -0.2 -0.1 -0.1
S 0.479 -3.754 -2.111 -0.1 -0.1 0.0
C 1.648 -2.885 -1.196 0.2 0.0 0.3
N 2.219 -3.531 -0.251 -0.1 0.0 -0.1
N 1.734 -4.809 -0.188 0.1 0.1 -0.1
C 2.247 -5.629 0.867 0.0 0.0 0.0
C 2.566 -6.957 0.632 0.0 0.1 0.1
C 3.066 -7.717 1.679 0.0 0.0 0.0
C 3.247 -7.156 2.933 0.0 0.0 0.0
C 2.933 -5.821 3.148 0.0 0.0 0.0
C 2.429 -5.048 2.115 0.0 -0.1 0.0
S 1.901 -1.168 -1.495 -0.1 0.2 -0.2
H 2.427 -7.388 -0.346 0.0 0.0 0.0
H 3.319 -8.755 1.507 0.0 0.0 0.0
H 3.638 -7.757 3.744 0.0 0.0 0.0
H 3.073 -5.376 4.125 0.0 0.0 0.0
H 2.184 -4.005 2.269 0.0 0.0 0.0
C 7.136 -0.311 -0.716 -0.1 0.0 0.0
O 5.769 -0.360 -0.252 0.0 0.0 -0.1
C 4.846 -0.768 -1.111 0.0 0.2 0.2
S 5.002 -1.215 -2.643 0.0 -0.1 -0.1
S 3.324 -0.670 -0.154 0.2 -0.2 0.1
H 7.701 0.081 0.123 0.0 0.0 0.0
H 7.204 0.340 -1.585 0.0 0.0 0.0
H 7.462 -1.315 -0.979 0.0 0.0 0.0

# 3
128
Properties=species:S:1:pos:R:3:forces:R:3 method="wB97M-V/def2-TZVPD" charge=+1 orbital_gap_ev=6.147 homo_energy_ev=-10.82 lumo_ha=-0.17157
C 0.812 -6.692 3.112 0.4 3.7 -2.2
C 0.787 -5.352 2.404 -0.3 -3.2 2.7
C 0.128 -4.084 3.282 1.3 -2.8 1.2
N -0.070 -2.843 2.487 1.3 1.0 -0.2
C 1.116 -2.362 1.721 -1.7 -1.5 -0.9
Cl 2.683 -2.533 2.684 -0.7 0.7 -0.6
C 0.756 -0.944 1.046 -0.3 -2.0 -2.9
C 1.744 -0.761 -0.224 0.2 -1.0 -2.2
O 3.192 -0.810 0.016 -1.2 1.3 -1.2
C 3.951 -0.433 -1.204 1.6 -0.2 0.1
C 5.508 -0.084 -0.702 0.3 -0.5 0.6
O 6.370 0.352 -1.841 -1.2 1.6 2.1
C 6.663 1.792 -1.761 0.7 1.7 -1.3
C 5.372 2.722 -2.256 0.1 -1.1 0.1
O 5.763 3.876 -3.081 -2.3 -0.1 1.3
C 4.531 4.676 -3.329 -1.1 0.6 -0.7
C 3.572 4.039 -4.519 -0.6 -0.2 0.3
N 0.560 0.259 1.995 -2.0 -1.6 -1.9
N 1.844 0.516 2.376 3.6 6.6 3.6
C 2.106 1.546 3.189 0.3 -3.0 3.2
S 2.576 2.186 4.733 -1.3 -1.9 -6.0
C -0.166 1.279 1.164 0.1 6.3 -3.9
Br -2.195 1.526 1.007 2.3 -1.2 0.9
C 0.480 2.354 0.306 -0.3 -3.2 2.4
C 2.044 2.572 0.106 0.6 1.9 -0.8
Br -0.610 3.743 -0.737 1.6 -2.0 1.5
C -0.153 -0.276 3.212 -0.2 -2.4 4.2
C -1.077 0.653 4.120 -2.5 -1.0 1.9
S -0.940 2.480 4.234 0.3 0.8 0.2
C -0.864 3.083 6.040 -0.1 0.7 2.0
C -0.007 4.507 6.190 0.3 0.2 -0.3
C -0.921 -1.762 3.096 -0.7 -0.7 -0.2
C -2.314 -1.792 2.258 -1.7 -0.7 -0.6
C -2.789 -3.318 1.751 -1.2 0.8 -0.3
C -2.238 -3.676 0.230 -0.1 0.1 0.4
Cl -3.743 -4.161 -0.806 1.4 0.4 0.8
O -1.016 -2.156 4.515 -0.8 0.9 -1.8
C -2.247 -2.564 5.071 -2.7 -0.5 3.3
C -3.249 -1.374 5.688 0.1 -0.7 0.4
H 1.076 -6.759 4.273 -1.6 0.2 -2.6
H 0.624 -7.656 2.470 1.3 2.0 1.4
H 1.238 -5.237 1.331 -1.7 -0.4 1.9
H 0.829 -3.978 4.243 -1.4 0.2 -2.0
H -0.863 -4.591 3.716 2.0 1.8 -1.3
H 1.243 -3.123 0.805 -0.1 2.0 2.1
H -0.303 -1.048 0.501 2.3 0.0 1.4
H 1.546 -1.741 -0.889 -0.1 2.0 1.5
H 1.444 0.108 -0.987 0.6 -1.5 2.1
H 4.048 -1.364 -1.933 -0.5 2.1 1.3
H 3.495 0.519 -1.729 0.8 -2.0 1.0
H 5.518 0.716 0.177 -0.2 -1.5 -2.0
H 6.050 -1.043 -0.251 -1.5 1.9 -1.1
H 7.069 2.147 -0.706 -1.1 -1.0 -2.0
H 7.541 2.049 -2.528 -2.0 -0.9 1.6
H 4.792 3.059 -1.296 0.8 -0.4 -1.8
H 4.690 2.037 -2.928 1.2 1.1 1.5
H 3.861 4.777 -2.347 1.7 -0.4 -1.9
H 4.775 5.791 -3.660 0.1 -2.6 0.8
H 3.838 2.909 -4.762 -0.3 2.5 0.4
H 3.571 4.692 -5.514 0.1 -1.6 2.3
H 2.468 4.016 -4.089 2.2 0.1 -1.1
H 2.243 2.953 -1.010 -0.6 -0.9 2.4
H 2.806 1.732 0.296 -1.8 0.9 -0.1
H 2.383 3.496 0.784 -0.9 -1.9 -1.4
H 0.730 -0.623 3.955 -1.7 0.9 -2.0
H -0.978 0.291 5.257 0.0 0.5 -2.8
H -2.225 0.442 3.861 2.7 0.4 0.4
H -0.414 2.272 6.768 -0.8 1.5 -1.6
H -1.957 3.350 6.436 2.3 -0.9 -1.1
H 0.203 4.765 7.336 -0.8 -0.7 -2.5
H -0.599 5.408 5.684 1.2 -2.1 1.2
H 1.047 4.457 5.670 -2.1 0.0 0.9
H -2.306 -1.264 1.208 0.5 -0.6 2.4
H -3.250 -1.306 2.820 2.3 -1.0 -1.0
H -2.621 -4.152 2.539 0.0 1.4 -1.6
H -3.973 -3.215 1.627 2.6 -0.3 0.3
H -1.796 -2.720 -0.331 -0.9 -2.2 1.4
H -1.528 -4.607 0.189 -1.3 2.0 0.1
H -1.976 -3.184 6.063 -0.3 1.3 -2.4
H -2.961 -3.284 4.496 1.7 1.3 0.3
H -4.106 -1.955 6.256 1.7 1.1 -1.2
H -3.766 -0.735 4.857 1.1 -1.0 1.7
H -2.692 -0.719 6.515 -1.2 -1.3 -2.1
C -2.561 4.272 -7.352 0.0 -0.3 -0.1
C -1.569 5.379 -7.662 -0.8 0.1 -0.1
O -0.230 4.976 -7.352 0.8 -0.5 -0.6
C 0.343 4.116 -8.231 -0.5 -0.2 -0.3
O -0.173 3.671 -9.243 0.8 0.7 1.4
O 1.583 3.811 -7.773 -0.9 0.4 -0.2
C 2.259 2.827 -8.552 0.4 -0.4 -0.3
H -2.456 3.939 -6.315 -0.1 0.2 0.0
H -3.587 4.615 -7.515 0.1 0.0 0.1
H -2.391 3.394 -7.984 0.0 0.2 0.0
H -1.792 6.248 -7.032 0.4 -0.2 0.0
H -1.641 5.711 -8.704 0.1 -0.2 0.1
H 2.300 3.115 -9.608 -0.2 -0.1 0.2
H 1.765 1.857 -8.435 0.0 0.2 -0.2
H 3.283 2.742 -8.179 -0.3 0.2 0.1
C -9.349 6.928 -6.944 -0.2 -0.2 -0.1
C -7.947 6.958 -7.530 -0.4 0.6 0.1
O -7.390 5.641 -7.605 0.0 -0.8 -0.8
C -7.870 4.856 -8.602 -0.5 0.2 -0.2
O -8.713 5.172 -9.424 1.3 -0.4 1.1
O -7.269 3.643 -8.508 -0.3 1.0 0.0
C -7.763 2.682 -9.437 -0.1 -0.5 -0.4
H -9.350 6.420 -5.976 0.1 0.2 0.0
H -9.735 7.943 -6.815 0.1 -0.1 0.0
H -10.041 6.380 -7.591 0.2 0.2 0.0
H -7.295 7.541 -6.870 0.1 -0.4 -0.1
H -7.927 7.443 -8.513 -0.1 -0.3 0.1
H -7.710 3.058 -10.464 -0.1 0.0 0.2
H -8.791 2.409 -9.177 0.1 0.1 -0.2
H -7.139 1.787 -9.366 0.0 0.3 0.2
C 3.577 -11.199 8.324 0.0 0.1 -0.4
C 3.222 -10.147 9.361 -0.3 -0.8 0.1
O 3.816 -8.884 9.040 -0.5 1.0 -0.8
C 3.225 -8.195 8.031 -0.1 -0.6 -0.1
O 2.249 -8.552 7.393 1.2 0.6 0.8
O 3.928 -7.052 7.835 -0.5 -0.7 0.2
C 3.473 -6.281 6.726 -0.1 0.3 -0.3
H 4.662 -11.268 8.201 -0.1 -0.1 0.2
H 3.188 -12.178 8.618 0.1 0.1 0.0
H 3.163 -10.949 7.342 -0.1 0.0 0.2
H 3.628 -10.450 10.333 0.1 0.4 -0.2
H 2.138 -10.044 9.483 0.2 0.1 -0.2
H 2.403 -6.065 6.803 0.1 -0.2 0.0
H 3.695 -6.807 5.792 -0.2 0.0 0.1
H 4.016 -5.331 6.726 0.1 -0.3 0.2

# 4
21
Properties=species:S:1:pos:R:3:forces:R:3 method="wB97M-V/def2-TZVPD" orbital_gap_ev=4.240 homo_energy_ev=-4.85 relative_energy_kj_mol=110.71 lumo_ha=-0.02247
C 0.587 -1.504 2.380 -0.3 0.5 -1.2
C -0.498 -1.045 1.701 0.5 0.0 0.9
C -0.647 0.344 1.228 0.4 0.1 -0.2
C -1.800 1.036 1.614 -0.7 1.4 -1.2
O -2.261 2.107 1.067 0.5 -0.5 0.4
O 0.776 -2.719 2.825 -0.4 -1.4 0.5
Li -0.109 -4.196 3.043 0.5 0.9 -0.1
K -2.319 3.089 -1.484 0.4 -0.6 0.7
H 1.458 -0.820 2.443 -0.3 -0.2 0.2
H -1.368 -1.703 1.584 0.3 0.0 0.0
H 0.270 0.946 1.296 -0.2 0.0 -0.5
H -2.400 0.641 2.458 -0.1 -0.3 -0.3
C 1.425 -0.277 -2.196 -0.7 0.3 0.5
C 0.753 0.983 -2.730 2.1 -0.3 1.0
O -0.268 1.340 -1.823 -1.4 -0.5 1.6
H 2.323 -0.506 -2.786 -0.3 -0.4 0.4
H 1.597 -0.098 -1.124 0.7 -0.1 -0.4
H 0.646 -1.056 -2.154 0.6 -0.2 -0.5
H 0.638 0.828 -3.818 -1.7 0.0 0.3
H 1.503 1.790 -2.767 0.0 0.1 0.4
H -0.306 0.822 -0.756 0.2 1.1 -2.6

# 5
19
Properties=species:S:1:pos:R:3:forces:R:3 method="wB97M-V/def2-TZVPD" charge=+2 orbital_gap_ev="12.110 / 10.179" homo_energy_ev="-19.14 / -17.36" relative_energy_kj_mol=20.04 spin_multiplicity=5 lumo_ha="-0.25840 / -0.26389"
Fe 0.061 0.014 0.018 0.1 -0.3 -0.5
O 1.953 0.906 -0.282 0.2 0.2 0.4
H 2.292 1.384 0.485 0.2 0.1 -0.1
H 2.725 0.732 -0.836 -0.1 -0.1 -0.2
O -0.395 0.863 1.871 0.0 0.3 0.3
H 0.128 1.290 2.561 0.1 0.0 0.1
H -1.317 0.949 2.147 -0.1 0.0 0.0
O 0.956 -1.614 0.998 -0.1 -0.3 0.3
H 0.471 -2.067 1.699 0.0 0.0 0.1
H 1.813 -2.056 0.953 0.1 0.1 -0.2
O -1.931 -0.820 0.272 -0.3 0.3 -0.2
H -2.462 -1.529 0.657 0.2 -0.2 0.1
H -2.525 -0.371 -0.345 -0.2 0.0 0.0
O -0.748 1.682 -1.061 0.0 -0.2 0.2
H -0.680 2.534 -0.608 -0.2 0.1 0.0
H -0.487 1.853 -1.976 0.0 0.0 -0.1
O 0.102 -1.053 -1.850 0.0 0.1 -0.2
H 0.694 -1.701 -2.252 0.2 0.0 0.1
H -0.648 -0.995 -2.453 -0.1 -0.1 0.0

# 6
94
Properties=species:S:1:pos:R:3:forces:R:3 method="wB97M-V/def2-TZVPD" orbital_gap_ev=7.763 homo_energy_ev=-8.71 lumo_ha=-0.03492
C -0.565 -4.498 2.728 -0.3 0.4 -0.2
C -0.975 -3.208 2.016 0.3 -0.1 0.2
C -0.783 -1.936 2.856 -0.1 -0.2 -0.4
Cl -1.088 -2.152 4.609 0.0 0.1 0.2
C -1.473 -0.748 2.228 -0.3 0.2 0.1
C -2.759 -0.276 2.382 0.3 0.1 -0.2
C -3.740 -0.943 3.322 0.2 -0.2 -0.4
C -4.009 -2.434 3.077 -0.6 0.1 -0.1
C -4.557 -2.828 1.688 0.3 -0.8 0.8
C -5.884 -3.582 1.811 -0.2 1.0 0.0
N -6.628 -3.696 0.563 0.1 -0.6 0.2
C -3.166 0.934 1.649 0.3 -0.2 -0.2
P -4.777 1.788 1.880 0.4 1.0 -0.3
P -6.398 0.625 1.039 -0.1 -0.6 -0.2
O -6.016 -0.115 -0.159 0.4 -0.3 0.0
O -7.080 -0.265 2.181 0.0 0.1 -0.1
O -7.540 1.710 0.753 0.3 0.3 0.5
C -2.314 1.600 0.777 -0.5 0.4 0.1
C -2.597 2.861 -0.008 0.3 -0.2 -0.1
C -2.846 2.642 -1.527 0.6 0.2 0.3
C -3.151 1.224 -1.915 -0.4 -0.3 -0.3
O -3.604 1.218 -3.291 0.2 0.2 0.5
C -4.296 0.088 -3.605 0.7 -0.4 0.2
C -3.542 -1.209 -3.572 0.0 -0.1 0.0
O -5.420 0.144 -3.957 -1.4 0.3 -0.6
C -0.991 1.099 0.604 -1.0 -0.3 0.6
N -0.034 1.617 -0.157 0.6 -0.1 -0.4
S 1.254 0.655 0.035 -0.4 0.7 -0.3
N 0.656 -0.386 1.061 0.0 -0.7 0.4
C -0.620 -0.052 1.323 0.8 -0.1 -0.2
H 0.252 -4.314 3.417 0.2 -0.1 0.1
H -1.411 -4.896 3.278 0.0 -0.2 0.3
H -0.256 -5.233 1.995 0.1 -0.2 -0.1
H -1.986 -3.251 1.640 -0.1 -0.2 -0.1
H -0.323 -3.078 1.154 0.0 0.2 -0.2
H 0.272 -1.724 2.796 0.2 0.1 0.3
H -4.684 -0.419 3.270 -0.2 0.0 0.0
H -3.383 -0.835 4.341 0.1 0.1 0.2
H -4.762 -2.722 3.811 -0.1 0.0 0.2
H -3.148 -3.034 3.331 0.2 0.0 0.1
H -3.853 -3.557 1.287 0.1 0.2 -0.6
H -4.652 -1.982 1.022 0.0 0.2 -0.2
H -5.712 -4.551 2.277 0.1 -0.2 0.0
H -6.495 -3.011 2.508 -0.2 0.0 0.2
H -7.414 -3.071 0.560 0.0 0.2 -0.2
H -6.044 -3.513 -0.239 -0.1 0.1 -0.1
H -5.029 1.755 3.264 -0.1 -0.4 0.0
H -7.225 0.290 2.959 -0.2 -0.2 0.1
H -7.121 2.499 0.381 -0.3 0.1 -0.2
H -1.685 3.445 0.077 0.1 0.2 0.0
H -3.376 3.455 0.440 -0.4 0.0 0.1
H -3.622 3.314 -1.878 -0.3 -0.1 0.0
H -1.931 2.929 -2.039 0.0 0.1 -0.2
H -3.932 0.784 -1.295 -0.2 0.1 0.1
H -2.279 0.580 -1.821 0.3 0.0 0.0
H -2.906 -1.229 -4.454 0.3 0.0 0.0
H -2.952 -1.344 -2.674 0.2 0.1 0.0
H -4.249 -2.022 -3.654 -0.2 -0.1 0.0
C 3.132 -1.363 3.584 -0.1 -0.1 -0.1
C 3.329 -2.409 4.670 0.4 0.2 -0.1
C 4.307 -1.933 5.734 0.0 -0.1 0.1
O 3.786 -3.634 4.096 -0.2 -0.1 0.1
H 4.078 -1.158 3.074 0.0 0.1 0.1
H 2.432 -1.719 2.829 0.0 0.0 0.0
H 2.751 -0.426 3.994 0.0 0.0 0.0
H 2.368 -2.636 5.135 0.0 -0.1 0.0
H 5.289 -1.744 5.291 0.0 0.1 0.0
H 4.436 -2.696 6.502 0.0 0.0 0.0
H 3.960 -1.015 6.209 0.0 0.0 0.0
H 4.636 -3.461 3.677 0.0 0.0 0.0
C 3.714 0.792 -3.512 -0.1 0.1 0.1
C 4.694 1.189 -2.419 0.1 -0.4 -0.3
C 6.133 1.062 -2.892 0.1 0.1 0.1
O 4.482 0.386 -1.256 -0.1 0.2 0.2
H 3.866 -0.252 -3.799 0.1 0.0 0.0
H 2.686 0.887 -3.159 0.0 0.0 0.0
H 3.836 1.413 -4.400 0.0 0.0 0.0
H 4.500 2.218 -2.112 0.0 0.0 0.1
H 6.361 0.027 -3.160 -0.1 0.0 -0.1
H 6.824 1.348 -2.098 0.0 0.0 0.0
H 6.321 1.693 -3.762 0.0 0.0 0.0
H 4.647 -0.531 -1.498 0.0 0.0 0.0
C 7.061 5.547 -6.530 -0.1 0.0 0.0
C 7.325 4.496 -5.462 0.4 0.2 -0.2
C 8.322 4.989 -4.424 0.0 -0.1 0.1
O 7.807 3.295 -6.067 -0.3 -0.1 0.1
H 7.984 5.787 -7.064 0.0 0.0 0.1
H 6.347 5.174 -7.264 0.0 0.0 0.0
H 6.666 6.465 -6.094 0.0 0.0 0.0
H 6.388 4.234 -4.969 0.0 -0.1 0.0
H 9.283 5.214 -4.896 0.0 0.1 0.0
H 8.500 4.222 -3.671 0.0 0.0 0.0
H 7.964 5.891 -3.926 0.0 0.0 0.0
H 8.637 3.506 -6.507 0.0 0.0 0.0